Version a
A cluster of 16 separate species, H33O16 in total, computed with the ωB97M-V functional and the def2-TZVPD basis.

Positions of all 49 atoms, in Å:
O (-0.495, -3.338, 2.511)
O (0.180, 1.038, 1.815)
O (2.689, 0.388, -4.513)
O (-3.307, 1.736, -2.161)
O (-1.656, -2.941, 0.153)
O (2.856, 4.064, -0.798)
O (-3.492, 1.121, 1.390)
O (-2.678, -4.707, -1.167)
O (-1.066, -1.142, -1.385)
O (2.089, -2.956, 2.083)
O (-1.626, -0.702, 1.134)
O (3.690, -1.067, 0.858)
O (1.756, 0.821, -0.450)
O (0.840, 2.393, 4.339)
O (0.174, -2.417, -4.941)
O (-1.328, 5.896, 0.677)
H (-1.169, -3.433, 3.204)
H (0.593, -1.872, -4.300)
H (2.964, -2.505, 2.046)
H (-0.982, 0.015, 1.161)
H (3.523, 4.153, -0.099)
H (2.688, 5.038, -0.992)
H (1.289, 3.239, 4.152)
H (0.772, -2.927, -5.460)
H (-1.851, -4.989, -0.714)
H (-4.128, 1.502, -1.770)
H (-2.226, -2.445, 0.737)
H (-1.312, -2.267, -0.709)
H (-0.930, -3.065, 0.849)
H (-0.969, -0.247, -1.122)
H (-3.527, 1.825, 0.658)
H (2.281, 0.638, -5.326)
H (4.637, -0.991, 0.998)
H (1.418, 1.313, -1.182)
H (-1.121, 4.987, 0.877)
H (-2.449, -0.206, 1.359)
H (-2.947, 2.581, -1.898)
H (-0.639, 6.252, 0.151)
H (-0.412, 1.578, 2.409)
H (1.546, -2.874, 1.286)
H (-3.500, 1.657, 2.231)
H (2.669, 0.568, -0.788)
H (-2.352, -5.063, -2.035)
H (-0.097, -2.516, 2.796)
H (1.667, 2.178, 4.861)
H (3.279, -0.228, 1.077)
H (-1.884, -1.247, -1.826)
H (3.582, 0.092, -4.556)
H (0.964, 1.071, 2.383)

Calculated values
Gap between HOMO and LUMO = 10.602 eV
Charge = +1
HOMO level = -13.42 eV

Atom charges from the Löwdin analysis, given in e for atoms 1 to 2: O -0.0335; O -0.0784

=====

Version b
A cluster of 16 separate species, H33O16 in total, computed with the ωB97M-V functional and the def2-TZVPD basis.

Positions of all 49 atoms, in Å:
O (-1.142, 2.431, -1.369)
O (-1.408, -1.560, -3.766)
O (1.412, 5.056, -1.413)
O (-1.806, 1.571, -4.426)
O (0.493, -4.876, -1.847)
O (0.415, 4.610, 1.968)
O (-2.688, -4.808, -0.667)
O (4.348, -1.703, 1.417)
O (1.118, 2.712, -0.376)
O (0.529, 0.037, 4.406)
O (-0.195, 1.450, 1.671)
O (-3.461, -2.590, 0.246)
O (0.059, -0.294, -0.097)
O (2.826, 1.023, 2.336)
O (-2.254, -0.260, 0.930)
O (1.415, -2.069, 1.106)
H (0.348, 2.492, -0.996)
H (-2.249, -4.620, -1.481)
H (-1.225, 3.376, -1.508)
H (1.367, -2.518, 1.956)
H (-3.358, -3.521, 0.541)
H (-4.130, -2.534, -0.441)
H (1.467, 3.593, -0.507)
H (-2.747, 1.462, -4.323)
H (-0.514, 4.854, 2.060)
H (2.349, -2.069, 0.871)
H (2.250, 5.435, -1.718)
H (-2.279, -4.950, 0.181)
H (-0.274, 0.020, 4.927)
H (1.203, -5.481, -1.612)
H (0.477, 3.941, 2.658)
H (4.927, -1.691, 2.185)
H (1.205, 0.592, 4.779)
H (-1.390, 0.934, -5.006)
H (1.102, 5.839, -0.934)
H (4.886, -2.048, 0.695)
H (-0.839, 0.750, 1.287)
H (-0.265, -5.076, -1.286)
H (0.691, -0.988, 0.210)
H (0.480, 0.762, 2.018)
H (-3.034, 0.114, 0.495)
H (3.339, 0.383, 1.815)
H (-2.608, -1.178, 0.943)
H (-1.105, -2.238, -4.358)
H (0.388, 1.699, 0.889)
H (-0.723, -0.904, -3.617)
H (-0.741, -0.771, -0.324)
H (2.446, 1.624, 1.706)
H (-1.105, 1.985, -2.225)

Calculated values
Gap between HOMO and LUMO = 10.754 eV
Charge = +1
HOMO level = -13.01 eV

Atom charges from the Löwdin analysis, given in e for atoms 1 to 2: O -0.0132; O -0.0497

=====

Order from most stable to least stable according to the calculation: version b, version a

=====

Version a
An isolated molecule of C19H22N4O3, computed with the ωB97M-V functional and the def2-TZVPD basis.

Positions of all 48 atoms, in Å:
O (-2.158, 0.398, 2.309)
O (0.748, 4.302, 0.430)
O (-1.522, -0.967, 0.638)
N (2.049, -1.440, 1.451)
N (1.926, 0.515, -0.513)
N (-0.263, -3.258, 3.031)
N (0.134, 1.518, 0.559)
C (2.876, -0.442, -0.562)
C (-4.445, -1.913, -1.542)
C (3.790, -0.478, -1.631)
C (1.117, -0.536, 1.465)
C (-4.510, -0.852, -2.634)
C (1.098, 0.535, 0.508)
C (-1.366, -0.342, 1.794)
C (0.881, 3.490, -0.718)
C (4.796, -1.407, -1.627)
C (2.992, -1.395, 0.483)
C (0.997, 3.562, 1.599)
C (-2.736, -0.736, -0.082)
C (4.923, -2.332, -0.578)
C (4.035, -2.334, 0.464)
C (0.037, 2.371, 1.734)
C (-0.075, 2.297, -0.652)
C (-0.135, -2.154, 2.770)
C (-0.029, -0.749, 2.435)
C (-3.078, -1.997, -0.865)
H (0.105, -0.186, 3.365)
H (0.284, 1.819, 2.638)
H (0.648, 4.128, -1.572)
H (2.035, 3.189, 1.593)
H (-4.666, -2.888, -1.982)
H (-1.108, 2.659, -0.624)
H (3.686, 0.247, -2.423)
H (5.509, -1.431, -2.438)
H (-0.994, 2.727, 1.807)
H (-3.717, -1.004, -3.362)
H (1.912, 3.119, -0.805)
H (4.104, -3.041, 1.276)
H (-2.570, 0.118, -0.747)
H (-3.067, -2.839, -0.170)
H (0.866, 4.252, 2.434)
H (-5.464, -0.907, -3.153)
H (-4.411, 0.147, -2.217)
H (-5.209, -1.709, -0.789)
H (-3.528, -0.483, 0.631)
H (-2.301, -2.172, -1.611)
H (0.074, 1.648, -1.514)
H (5.730, -3.049, -0.603)

Calculated values
Gap between HOMO and LUMO = 8.203 eV
Structure (SMILES) = CCCCOC(=O)[C@@H](C#N)c1nc2ccccc2nc1N1CCOCC1
HOMO level = -8.45 eV

Atom charges from the Löwdin analysis, given in e for atoms 1 to 2: O 0.1304; O -0.1254

=====

Version b
An isolated molecule of C19H22N4O3, computed with the ωB97M-V functional and the def2-TZVPD basis.

Positions of all 48 atoms, in Å:
O (1.352, -2.820, 1.144)
O (2.823, 0.789, 2.248)
O (0.151, -3.003, -0.812)
N (0.786, 0.585, -1.274)
N (-0.858, 1.841, -0.318)
N (1.061, 1.321, 0.928)
N (-3.423, 1.473, 0.283)
C (2.747, -0.011, -0.008)
C (-0.181, -1.216, 2.242)
C (-0.484, -2.129, 0.030)
C (-1.661, -1.451, -0.160)
C (2.628, -0.799, -2.238)
C (-2.742, 2.435, 1.126)
C (1.980, -0.019, -1.136)
C (2.300, 0.680, 1.155)
C (-3.158, 1.711, -1.114)
C (0.348, 1.244, -0.228)
C (4.044, -1.083, -1.700)
C (-1.377, 2.872, 0.545)
C (0.247, -2.017, 1.214)
C (-1.380, -0.533, 2.052)
C (-2.116, -0.633, 0.880)
C (4.000, -0.813, -0.181)
C (-3.438, 0.094, 0.738)
C (1.264, -3.489, -0.093)
C (-1.664, 1.607, -1.498)
H (-3.525, 2.720, -1.333)
H (2.058, -1.712, -2.425)
H (-4.072, -0.455, 0.037)
H (-1.420, 2.338, -2.280)
H (4.878, -0.271, 0.171)
H (3.933, -1.737, 0.400)
H (-1.406, 0.617, -1.870)
H (0.680, 1.786, 1.742)
H (-2.223, -1.568, -1.072)
H (-0.679, 3.112, 1.345)
H (-3.942, 0.097, 1.711)
H (1.141, -4.573, 0.084)
H (-1.753, 0.073, 2.865)
H (2.183, -3.320, -0.670)
H (0.387, -1.130, 3.153)
H (-2.616, 2.006, 2.119)
H (2.637, -0.231, -3.168)
H (4.753, -0.401, -2.169)
H (4.367, -2.099, -1.921)
H (-3.382, 3.323, 1.222)
H (-3.742, 1.008, -1.709)
H (-1.510, 3.780, -0.059)

Calculated values
Gap between HOMO and LUMO = 8.466 eV
Structure (SMILES) = O=c1[nH]c(N2CCN(Cc3ccc4c(c3)OCO4)CC2)nc2c1CCC2
HOMO level = -7.79 eV

Atom charges from the Löwdin analysis, given in e for atoms 1 to 2: O 0.0386; O 0.0611

=====

Order from most stable to least stable according to the calculation: version b, version a

=====

Version a
A cluster of 5 separate species, C5H20O5 in total, computed with the ωB97M-V functional and the def2-TZVPD basis.

Positions of all 30 atoms, in Å:
O (8.918, 6.335, -21.410)
O (11.268, 10.758, -18.808)
O (8.629, 9.395, -18.895)
O (12.684, 11.074, -16.130)
O (12.220, 14.052, -22.204)
C (12.691, 12.505, -16.140)
C (10.252, 6.690, -20.983)
C (12.207, 10.519, -19.867)
C (8.302, 10.126, -17.769)
C (13.550, 14.434, -22.615)
H (13.152, 10.929, -19.510)
H (12.300, 9.445, -20.026)
H (11.844, 10.925, -20.811)
H (11.638, 12.778, -16.207)
H (7.278, 9.899, -17.475)
H (10.953, 6.953, -21.775)
H (13.872, 13.622, -23.267)
H (14.234, 14.609, -21.785)
H (12.255, 10.761, -16.930)
H (13.259, 12.973, -16.943)
H (10.538, 10.135, -18.829)
H (8.446, 5.928, -20.680)
H (8.927, 9.875, -16.912)
H (13.103, 12.965, -15.242)
H (12.221, 13.237, -21.696)
H (13.603, 15.381, -23.151)
H (8.561, 11.169, -17.950)
H (10.705, 5.911, -20.370)
H (10.195, 7.644, -20.460)
H (8.547, 9.903, -19.706)

Calculated values
Gap between HOMO and LUMO = 10.411 eV
Structure (SMILES) = CO.CO.CO.CO.CO
HOMO level = -9.98 eV

Atom charges from the Löwdin analysis, given in e for atoms 1 to 2: O -0.1236; O -0.1424

=====

Version b
A cluster of 5 separate species, C5H20O5 in total, computed with the ωB97M-V functional and the def2-TZVPD basis.

Positions of all 30 atoms, in Å:
O (10.548, 6.469, 6.243)
O (12.809, 6.972, 7.544)
O (6.559, 6.654, 8.398)
O (8.409, 8.012, 10.070)
O (10.601, 4.082, 4.592)
C (13.159, 6.222, 8.723)
C (9.082, 6.953, 10.740)
C (5.186, 6.669, 8.640)
C (9.375, 6.751, 6.980)
C (11.964, 4.505, 4.413)
H (10.289, 4.770, 5.206)
H (4.851, 5.646, 8.814)
H (9.198, 6.182, 7.894)
H (9.717, 6.362, 10.066)
H (9.725, 7.423, 11.484)
H (13.771, 5.331, 8.472)
H (11.323, 6.527, 6.787)
H (12.332, 3.873, 3.611)
H (8.551, 6.618, 6.267)
H (12.022, 5.510, 3.996)
H (7.787, 7.551, 9.465)
H (4.660, 7.099, 7.784)
H (13.745, 6.880, 9.377)
H (12.233, 5.882, 9.218)
H (12.478, 4.489, 5.364)
H (13.615, 7.002, 7.030)
H (8.391, 6.319, 11.306)
H (9.403, 7.822, 7.247)
H (5.013, 7.253, 9.563)
H (6.840, 5.735, 8.332)

Calculated values
Gap between HOMO and LUMO = 10.183 eV
Structure (SMILES) = CO.CO.CO.CO.CO
HOMO level = -9.67 eV

Atom charges from the Löwdin analysis, given in e for atoms 1 to 2: O -0.1360; O -0.1327

=====

Order from most stable to least stable according to the calculation: version b, version a

=====

Version a
An isolated molecule of C2H3O2P, computed with the ωB97M-V functional and the def2-TZVPD basis.

Positions of all 8 atoms, in Å:
P (2.248, -0.905, -0.798)
O (-1.376, 0.439, 0.006)
O (-1.701, 1.300, -0.917)
C (0.654, -0.874, -0.250)
C (-0.048, 0.319, 0.490)
H (0.657, 1.178, 0.181)
H (-0.283, 0.117, 1.617)
H (-0.151, -1.573, -0.330)

Calculated values
Gap between HOMO and LUMO (alpha / beta) = 8.623 / 8.133 eV
HOMO level (alpha / beta) = -10.03 / -8.83 eV

Atom charges from the Löwdin analysis, given in e for atoms 1 to 2: P 0.7786; O -0.1994

=====

Version b
A cluster of 2 separate species, C2H3O2P in total, computed with the ωB97M-V functional and the def2-TZVPD basis.

Positions of all 8 atoms, in Å:
P (1.534, -1.118, 0.114)
O (-1.299, -0.521, -0.176)
O (-4.430, -0.556, 0.566)
C (-3.505, -0.206, -0.052)
C (-2.347, -0.074, -0.754)
H (1.056, -2.436, 0.330)
H (-2.303, 0.714, -1.515)
H (0.838, -0.794, 1.211)

Calculated values
Gap between HOMO and LUMO (alpha / beta) = 8.481 / 6.820 eV
HOMO level (alpha / beta) = -9.13 / -8.14 eV

Atom charges from the Löwdin analysis, given in e for atoms 1 to 2: P 0.5876; O -0.0997

=====

Order from most stable to least stable according to the calculation: version b, version a

=====

Version a
A cluster of 2 separate species, C4H8O2 in total, computed with the ωB97M-V functional and the def2-TZVPD basis.

Positions of all 14 atoms, in Å:
O (-1.080, -1.055, -0.957)
O (-0.637, 1.213, 0.291)
C (1.142, 2.746, -0.415)
C (-0.219, -2.620, 0.682)
C (-0.634, -2.249, -0.529)
C (0.724, 1.680, 0.370)
H (-0.121, -1.942, 1.514)
H (-1.136, 1.866, -0.210)
H (-1.082, -0.431, -0.188)
H (1.238, 0.997, 1.040)
H (0.543, 3.653, -0.431)
H (2.204, 2.825, -0.630)
H (-0.839, -2.995, -1.289)
H (-0.102, -3.689, 0.754)

Calculated values
Gap between HOMO and LUMO (alpha / beta) = 3.211 / 6.780 eV
Charge = -1
⟨S²⟩ = 0.75
2S+1 = 2
HOMO level (alpha / beta) = 0.76 / -2.86 eV

Atom charges from the Löwdin analysis, given in e for atoms 1 to 2: O -0.0496; O -0.2023

=====

Version b
A cluster of 2 separate species, C4H8O2 in total, computed with the ωB97M-V functional and the def2-TZVPD basis.

Positions of all 14 atoms, in Å:
O (0.416, -0.345, -1.561)
O (-0.763, -1.570, -3.883)
C (-0.134, 0.854, 1.965)
C (0.176, 0.093, 0.825)
C (0.659, 0.880, 3.112)
C (-0.341, 0.231, -0.446)
H (1.724, 0.694, 3.041)
H (-1.385, -2.280, -3.689)
H (0.018, -1.771, -3.345)
H (0.309, 1.180, 4.091)
H (-1.022, 0.942, -0.858)
H (0.884, -0.696, 1.031)
H (0.497, 0.331, -2.237)
H (-1.038, 1.459, 1.956)

Calculated values
Gap between HOMO and LUMO (alpha / beta) = 3.476 / 5.764 eV
Charge = -1
⟨S²⟩ = 0.78
2S+1 = 2
HOMO level (alpha / beta) = 0.18 / -2.19 eV

Atom charges from the Löwdin analysis, given in e for atoms 1 to 2: O -0.1673; O -0.0883

=====

Order from most stable to least stable according to the calculation: version b, version a